No. 1
80
Properties=species:S:1:pos:R:3 method="wB97M-V/def2-TZVPD" charge=+2 fmax_ev_per_a=1.37 homo_energy_ev=-13.90 gap_ev=7.68 relative_energy_kj_mol=0.0
Hf -0.978 -0.014 -0.074
O -4.030 1.881 -2.113
C -3.387 1.210 -1.373
O -2.037 1.205 -1.260
C -4.004 0.210 -0.410
C -5.346 -0.009 -0.194
C -5.701 -0.982 0.738
C -4.727 -1.718 1.412
C -3.405 -1.446 1.131
N -3.088 -0.494 0.253
C -2.183 -2.142 1.697
O -2.229 -2.996 2.523
O -1.064 -1.655 1.121
H -6.085 0.561 -0.742
H -6.747 -1.174 0.938
H -4.981 -2.484 2.132
N 0.754 1.224 2.729
P 1.456 0.111 1.619
C 2.480 -0.826 2.759
C 3.517 -0.199 3.452
C 4.252 -0.927 4.373
C 3.963 -2.271 4.595
C 2.940 -2.895 3.898
C 2.196 -2.171 2.977
C 2.602 1.187 0.698
C 2.254 2.507 0.418
C 3.097 3.308 -0.340
C 4.282 2.789 -0.843
C 4.627 1.469 -0.580
C 3.795 0.672 0.194
C -0.469 1.819 2.668
C -0.836 2.668 3.732
C -2.030 3.320 3.701
C -2.876 3.142 2.595
C -2.469 2.301 1.612
N -1.289 1.602 1.614
H 1.264 1.389 3.587
H 3.768 0.840 3.262
H 5.059 -0.450 4.912
H 4.542 -2.832 5.317
H 2.716 -3.938 4.073
H 1.380 -2.652 2.448
H 1.333 2.933 0.802
H 2.833 4.340 -0.531
H 4.941 3.414 -1.431
H 5.556 1.065 -0.963
H 4.091 -0.348 0.420
H -0.148 2.793 4.557
H -2.316 3.973 4.516
H -3.820 3.658 2.506
H -3.096 2.176 0.747
N 1.379 -2.334 -0.678
C 1.553 -1.260 -1.470
N 0.802 -0.168 -1.429
C 1.191 0.721 -2.478
C 0.627 1.955 -2.771
C 1.134 2.676 -3.838
C 2.190 2.189 -4.611
C 2.765 0.965 -4.317
C 2.251 0.253 -3.243
S 2.774 -1.306 -2.678
H 0.740 -2.337 0.108
H 2.048 -3.086 -0.716
H -0.199 2.354 -2.197
H 0.698 3.636 -4.078
H 2.556 2.764 -5.449
H 3.581 0.574 -4.910
C -1.899 -3.793 -1.714
As -1.727 -1.924 -2.161
C -3.467 -1.622 -2.953
C -0.683 -2.031 -3.774
H -2.250 -4.321 -2.599
H -2.613 -3.934 -0.904
H -0.935 -4.194 -1.408
H -3.561 -2.302 -3.797
H -3.565 -0.599 -3.313
H -4.260 -1.834 -2.238
H -1.273 -2.586 -4.501
H 0.249 -2.561 -3.591
H -0.468 -1.037 -4.163


No. 2
27
Properties=species:S:1:pos:R:3 method="wB97M-V/def2-TZVPD" spin_multiplicity=2 fmax_ev_per_a=1.49 homo_energy_ev="-8.88 / -9.67" gap_ev="8.97 / 8.21" s_squared=0.76 relative_energy_kj_mol=0.0
C 0.825 0.654 0.316
C 2.063 0.213 -0.412
C 2.219 -1.142 -0.893
O 2.846 -1.449 -1.897
C 1.178 0.728 1.814
C -0.290 -0.346 -0.011
C -0.821 -1.218 0.941
C -1.828 -2.120 0.590
C -2.299 -2.174 -0.719
C -1.766 -1.314 -1.681
C -0.771 -0.410 -1.327
Cl 3.421 1.242 -0.562
H 1.717 -1.914 -0.278
H 0.286 0.913 2.423
H 1.645 -0.208 2.149
H 1.891 1.545 1.987
H -0.423 -1.245 1.955
H -2.213 -2.813 1.341
H -3.064 -2.901 -0.998
H -2.133 -1.340 -2.708
H -0.357 0.249 -2.094
C 0.377 2.139 -0.199
H 1.088 2.890 0.158
H 0.299 2.157 -1.289
N -0.956 2.526 0.328
O -1.918 2.388 -0.401
O -1.019 2.952 1.465


No. 3
92
Properties=species:S:1:pos:R:3 method="wB97M-V/def2-TZVPD" charge=+1 fmax_ev_per_a=1.61 homo_energy_ev=-11.86 gap_ev=8.14
C -0.825 4.709 3.153
C -0.947 5.525 1.884
C 0.208 5.241 0.940
C 0.013 5.949 -0.386
C -1.290 5.639 -1.088
C -1.328 4.441 -2.047
C -0.813 3.055 -1.634
C -1.521 2.313 -0.512
C -3.021 2.123 -0.745
C -3.536 0.711 -0.439
C -3.707 0.393 1.062
C -2.749 -0.727 1.564
C -2.036 -0.401 2.860
C -1.158 -1.571 3.338
C -0.118 -1.143 4.395
C 1.314 -1.545 4.049
C 1.726 -1.355 2.572
C 3.026 -0.577 2.371
C 3.263 -0.424 0.860
C 4.009 -1.678 0.356
C 3.496 -2.209 -0.935
C 3.777 -1.627 -2.088
C 3.256 -2.198 -3.329
O 3.768 -2.001 -4.406
C 2.032 -3.079 -3.243
C 1.218 -3.179 -4.474
C -0.001 -2.246 -4.332
C 0.350 -0.773 -4.412
C -0.600 0.058 -3.551
C 1.782 -3.689 -2.087
P 0.358 -4.783 -1.968
O 0.956 -6.076 -1.092
Cl -0.983 -3.857 -0.678
C 2.685 -3.442 -0.942
O 2.733 -4.219 -0.011
H -0.464 3.720 2.929
H -1.794 4.604 3.613
H -0.163 5.203 3.850
H -1.877 5.211 1.433
H -0.999 6.582 2.101
H 0.407 4.186 0.806
H 1.103 5.650 1.400
H -0.020 7.001 -0.122
H 0.868 5.849 -1.040
H -1.507 6.491 -1.720
H -2.118 5.564 -0.395
H -2.346 4.327 -2.396
H -0.724 4.707 -2.906
H -0.968 2.440 -2.514
H 0.254 3.065 -1.469
H -1.361 2.741 0.469
H -1.062 1.329 -0.483
H -3.303 2.349 -1.764
H -3.509 2.786 -0.044
H -2.855 -0.035 -0.829
H -4.494 0.580 -0.916
H -3.663 1.285 1.671
H -4.695 -0.022 1.204
H -2.018 -0.975 0.804
H -3.363 -1.606 1.729
H -2.765 -0.193 3.631
H -1.417 0.474 2.710
H -0.697 -2.065 2.490
H -1.813 -2.296 3.805
H -0.217 -0.084 4.563
H -0.368 -1.620 5.334
H 1.456 -2.593 4.280
H 2.029 -1.002 4.651
H 0.969 -0.841 1.998
H 1.887 -2.337 2.140
H 3.831 -1.178 2.774
H 3.014 0.372 2.872
H 2.321 -0.266 0.353
H 3.889 0.449 0.731
H 5.038 -1.402 0.192
H 3.959 -2.452 1.102
H 4.391 -0.748 -2.115
H 1.768 -2.839 -5.337
H 0.869 -4.185 -4.632
H -0.446 -2.436 -3.361
H -0.747 -2.480 -5.078
H 1.350 -0.549 -4.059
H 0.280 -0.386 -5.418
H -0.278 1.085 -3.617
H -1.613 -0.028 -3.917
H -0.534 -0.236 -2.512
H 1.133 -6.778 -1.726
N -0.392 -6.761 1.550
H -0.098 -6.039 2.210
H -1.360 -6.592 1.272
H 0.211 -6.709 0.714
H -0.315 -7.679 1.989


No. 4
18
Properties=species:S:1:pos:R:3 method="wB97M-V/def2-TZVPD" charge=-1 fmax_ev_per_a=10.42 homo_energy_ev=-2.44 gap_ev=4.09 relative_energy_kj_mol=6.7
Li -17.345 -40.968 -31.964
S -14.446 -41.499 -30.534
O -15.843 -41.401 -31.002
O -13.529 -40.972 -31.527
O -14.238 -40.824 -29.204
O -14.146 -42.943 -30.308
C -19.150 -39.297 -30.395
O -18.736 -39.280 -31.664
H -19.817 -40.199 -30.151
H -19.950 -38.403 -30.417
H -18.627 -39.041 -29.641
H -18.976 -38.611 -32.280
C -17.632 -43.518 -33.429
O -18.395 -42.319 -33.081
H -16.696 -43.126 -33.953
H -18.190 -44.239 -33.978
H -17.380 -43.959 -32.445
H -19.106 -42.465 -33.814


No. 5
16
Properties=species:S:1:pos:R:3 method="wB97M-V/def2-TZVPD" fmax_ev_per_a=6.17 homo_energy_ev=-8.62 gap_ev=9.15 relative_energy_kj_mol=420.1
C 0.790 0.626 -0.167
C -0.171 0.408 0.962
C -1.452 -0.070 0.457
H 1.738 -2.030 -1.112
H 2.829 -1.881 0.348
H 2.845 0.330 -0.866
H 0.127 2.210 -0.664
H 0.443 -0.494 1.388
H 0.069 1.291 1.760
H -1.542 -1.183 0.150
H -4.529 0.530 -0.781
N 1.899 -1.540 -0.210
N 2.020 -0.218 -0.284
N 1.044 1.776 -0.706
N -2.472 0.697 0.124
S -3.638 -0.453 -0.398


No. 6
101
Properties=species:S:1:pos:R:3 method="wB97M-V/def2-TZVPD" charge=+2 spin_multiplicity=2 fmax_ev_per_a=0.82 homo_energy_ev="-13.27 / -13.34" gap_ev="6.13 / 6.49" s_squared=0.83
V -0.120 0.831 0.653
O -1.641 4.118 2.564
C -1.200 3.340 1.752
N -0.799 2.051 2.011
C -1.010 1.632 3.383
C -1.001 0.144 3.411
C -1.379 -0.599 4.517
C -1.339 -1.979 4.444
C -0.895 -2.584 3.276
C -0.523 -1.781 2.221
N -0.594 -0.444 2.273
C -1.088 3.651 0.298
C -1.506 4.844 -0.246
C -1.461 4.984 -1.627
C -1.013 3.920 -2.394
C -0.600 2.758 -1.764
N -0.620 2.632 -0.434
H -1.953 2.028 3.764
H -0.225 2.018 4.045
H -1.714 -0.088 5.410
H -1.644 -2.579 5.291
H -0.838 -3.659 3.176
H -0.151 -2.188 1.297
H -1.873 5.617 0.415
H -1.783 5.903 -2.098
H -0.982 3.973 -3.474
H -0.250 1.911 -2.334
C 2.547 2.848 -2.285
C 3.831 2.396 -1.608
C 4.778 1.669 -2.574
C 3.722 1.619 -0.308
C 4.855 1.822 0.574
C 4.921 1.344 1.827
C 3.814 0.562 2.407
C 2.811 -0.041 1.412
C 2.738 -1.545 1.198
C 3.907 -2.007 0.335
C 2.702 -2.276 2.539
C 2.714 0.805 0.122
N 1.514 0.449 -0.583
C 1.581 -0.007 -1.796
C 0.439 -0.331 -2.565
C 0.622 -0.485 -3.960
C -0.447 -0.678 -4.789
C -1.729 -0.754 -4.222
C -1.925 -0.688 -2.864
C -0.845 -0.469 -1.981
N -1.034 -0.409 -0.608
C -2.161 -1.236 -0.191
C -2.030 -2.637 -0.328
C -3.103 -3.430 0.058
C -4.268 -2.875 0.562
C -4.377 -1.504 0.685
C -3.335 -0.658 0.306
C -3.560 0.834 0.394
C -4.101 1.261 1.756
C -4.462 1.334 -0.738
C -0.781 -3.333 -0.867
C -0.278 -4.471 0.028
C -1.037 -3.923 -2.262
H 2.787 3.656 -2.976
H 1.830 3.236 -1.560
H 2.064 2.068 -2.877
H 4.345 3.313 -1.306
H 4.302 0.794 -3.024
H 5.691 1.333 -2.081
H 5.062 2.339 -3.385
H 5.663 2.440 0.203
H 5.769 1.589 2.456
H 4.094 -0.103 3.217
H 1.808 -1.748 0.660
H 4.864 -1.758 0.801
H 3.893 -1.543 -0.654
H 3.885 -3.088 0.194
H 3.690 -2.296 3.002
H 2.397 -3.313 2.398
H 2.007 -1.812 3.243
H 2.563 -0.105 -2.252
H 1.627 -0.413 -4.361
H -0.317 -0.767 -5.858
H -2.590 -0.892 -4.865
H -2.921 -0.799 -2.460
H -3.032 -4.506 -0.040
H -5.093 -3.514 0.852
H -5.294 -1.075 1.068
H -2.602 1.326 0.248
H -5.151 0.989 1.876
H -4.042 2.345 1.877
H -3.552 0.789 2.573
H -5.419 0.807 -0.742
H -3.997 1.189 -1.715
H -4.672 2.399 -0.618
H 0.018 -2.590 -0.945
H -1.037 -5.244 0.150
H 0.033 -4.160 1.028
H 0.584 -4.947 -0.443
H -1.735 -4.760 -2.186
H -0.111 -4.310 -2.691
H -1.464 -3.201 -2.953
S 2.505 1.780 2.941
C 1.725 0.915 1.701


No. 7
18
Properties=species:S:1:pos:R:3 method="wB97M-V/def2-TZVPD" charge=+1 fmax_ev_per_a=4.27 smiles="C=C[C@@](C)([NH3+])N=C" homo_energy_ev=-14.21 gap_ev=10.81 relative_energy_kj_mol=254.2
C -1.293 -1.174 1.377
C -1.180 -0.238 0.397
C 0.325 0.066 -0.309
C 1.365 -0.672 0.588
N 0.178 -0.485 -1.801
N 0.436 1.454 -0.609
C 0.149 2.363 0.202
H -2.384 -1.309 1.620
H -0.579 -1.886 1.737
H -1.974 0.381 -0.087
H 0.953 -0.685 1.617
H 1.557 -1.684 0.144
H 2.232 -0.030 0.609
H 0.703 0.215 -2.383
H 0.235 -1.561 -2.038
H -0.783 -0.341 -2.126
H 0.130 3.396 -0.161
H -0.071 2.191 1.224


No. 8
15
Properties=species:S:1:pos:R:3 method="wB97M-V/def2-TZVPD" fmax_ev_per_a=0.35 smiles="C=C(C)[C@]1(O)CO1" homo_energy_ev=-9.76 gap_ev=10.64 relative_energy_kj_mol=188.3
C 0.329 -1.148 -1.169
C 0.489 -0.456 -0.046
C 1.801 -0.301 0.678
C -0.672 0.228 0.608
O -1.140 -0.545 1.654
C -1.517 1.209 -0.072
O -0.505 1.607 0.867
H 1.159 -1.672 -1.636
H -0.636 -1.222 -1.661
H 2.367 0.542 0.272
H 2.419 -1.196 0.589
H 1.640 -0.099 1.739
H -1.893 -0.087 2.053
H -1.329 1.490 -1.107
H -2.540 1.364 0.275


Across the entries above, E_tot takes the values -133698.14066; -31736.10284; -61456.22563; -25528.91794; -20031.88241; -92431.93933; -8334.48398; -9407.88090 eV, respectively.